[1]
The following is a DFT calculation (ωB97M-V/def2-TZVPD) of a cluster of 2 separate species, C5H7N3O3 in total.

Element x y z (Å)
1 C -1.74644 1.35969 -0.59139
2 C -2.44120 0.82201 0.54543
3 C -0.89368 -0.54605 -0.23654
4 C 2.43861 0.92166 -0.66839
5 C -0.01832 -1.70220 -0.24031
6 N -0.86873 0.48908 -1.09350
7 N -1.81400 -0.36479 0.78954
8 N 2.36584 0.80341 0.74455
9 O 0.80708 -1.92270 -1.08435
10 O 1.52874 0.03815 1.22576
11 O -0.23136 -2.49152 0.80354
12 H -1.89653 2.34665 -1.06663
13 H -3.21474 1.36737 1.11570
14 H 2.22899 1.90064 -0.78313
15 H 3.50544 0.82309 -0.82475
16 H 1.78821 0.25729 -1.25934
17 H -1.85136 -0.89802 1.74408
18 H 0.31344 -3.20377 0.87973

Summary:
calculated total energy	-15907.3938	eV
multiplicity	3
frontier orbital gap (alpha / beta)	8.44 / 8.30	eV
LUMO energy (alpha / beta)	0.54 / -0.66	eV

[2]
The following is a DFT calculation (ωB97M-V/def2-TZVPD) of the ion C5H7N4 with charge +1.

Element x y z (Å)
1 C 0.23501 1.37718 0.28509
2 N -0.42455 0.28940 -0.53718
3 C -0.22252 -0.94583 -0.24790
4 N 0.50337 -1.24135 0.80764
5 C -0.72458 -2.07936 -1.20328
6 C 0.23296 -3.24964 -1.11162
7 N 0.95598 -4.08379 -0.99700
8 C -2.04686 -2.42465 -0.79225
9 N -3.08151 -2.69437 -0.48231
10 H -0.37559 1.39530 1.23176
11 H 0.26902 2.34275 -0.34332
12 H 1.28791 0.92662 0.35231
13 H -1.13804 0.50958 -1.16952
14 H 1.05281 -2.02506 0.92514
15 H 0.72747 -0.66690 1.54792
16 H -0.88052 -1.85931 -2.20875

Summary:
calculated total energy	-11249.8918	eV
frontier orbital gap	11.98	eV
SMILES	C/[NH+]=C(\N)C(C#N)C#N
total charge	+1
LUMO energy	-4.39	eV

[3]
The following is a DFT calculation (ωB97M-V/def2-TZVPD) of a cluster of 2 separate species, C5H7N4O in total.

Element x y z (Å)
1 C 2.06588 -0.90848 -0.98111
2 C 0.94652 -0.14695 -0.47765
3 C -0.14156 -0.86306 -0.91827
4 C -1.68688 0.85059 -0.23452
5 C 0.62381 0.93319 0.39309
6 N 1.61048 -1.91659 -1.66042
7 N 0.25094 -1.89435 -1.63553
8 N -1.46243 -0.40955 -0.77505
9 N -0.63401 1.46880 0.35051
10 O 1.38544 1.61519 1.24320
11 H 3.07448 -0.61391 -0.89135
12 H -2.71457 1.19335 -0.40477
13 H -0.86318 -0.70896 1.68724
14 H -0.40503 -2.45598 -2.25596
15 H -2.13468 -0.83785 -1.38528
16 H -0.84641 2.27968 0.84351
17 H 2.26862 1.46707 0.86039

Summary:
calculated total energy	-13293.7039	eV
frontier orbital gap (alpha / beta)	5.44 / 4.73	eV
total charge	+1
LUMO energy (alpha / beta)	-5.23 / -5.57	eV

[4]
The following is a DFT calculation (ωB97M-V/def2-TZVPD) of a structure of composition C5H7N5O4.

Element x y z (Å)
1 C -0.17069 -0.25183 0.24868
2 C -2.20913 -0.16021 -0.35262
3 C 1.65849 -0.90729 0.57765
4 C 2.43444 -0.38084 -0.51877
5 C 0.37433 2.19421 0.52371
6 N -1.25521 -0.98865 -0.03667
7 N -1.76246 1.14442 -0.26890
8 N -0.47299 1.02862 0.23371
9 N -3.58246 -0.38666 -0.52342
10 N 1.69794 -2.26147 0.84090
11 O 3.67950 -0.93730 -0.64641
12 O -3.96020 -1.51066 -0.59673
13 O 2.25468 0.63730 -1.15751
14 O -4.26556 0.62321 -0.47436
15 H 0.61726 2.72260 -0.44082
16 H -0.27205 2.85106 1.16929
17 H 1.41208 1.89093 0.96076
18 H -2.28950 1.97491 -0.53231
19 H 0.83263 -2.57969 1.28967
20 H 3.59648 -1.84070 -0.35729
21 H 1.68243 -2.86194 0.06142

Summary:
calculated total energy	-20931.2163	eV
frontier orbital gap (alpha / beta)	4.84 / 4.84	eV
LUMO energy (alpha / beta)	-2.09 / -2.09	eV

[5]
The following is a DFT calculation (ωB97M-V/def2-TZVPD) of an isolated molecule of C5H7NO.

Element x y z (Å)
1 C 0.85670 0.97920 -0.86470
2 C -1.13895 -0.71198 -0.31714
3 C 0.16637 -1.34126 -0.01293
4 C 0.07116 0.03121 0.19763
5 C -0.00341 0.63728 1.65099
6 N 1.04623 0.51302 -1.97062
7 O 0.84246 -0.59019 -2.50173
8 H 0.82359 2.10007 -0.84371
9 H -1.45824 -0.57341 -1.36308
10 H -1.82689 -0.94131 0.39136
11 H 0.63712 -2.29016 -0.24138
12 H -0.67128 -0.06834 2.24726
13 H -0.44110 1.56548 1.57955
14 H 1.09625 0.69038 2.04850

Summary:
calculated total energy	-8829.4500	eV
frontier orbital gap (alpha / beta)	7.89 / 9.43	eV
LUMO energy (alpha / beta)	-0.44 / 0.11	eV

[6]
The following is a DFT calculation (ωB97M-V/def2-TZVPD) of a structure of composition C5H7NO.

Element x y z (Å)
1 C -0.54473 0.54267 -0.70886
2 C -0.85215 0.18425 0.87773
3 C -0.25262 -1.05521 -0.58504
4 C 0.85908 -1.19910 0.37748
5 C 0.50967 -0.23659 1.29079
6 H 1.11695 1.26798 -1.76981
7 H 0.90478 1.74155 -0.13185
8 H -1.48934 0.70110 -1.20675
9 H -1.42128 0.79207 1.51539
10 H -0.41015 -1.69991 -1.42029
11 H 1.58350 -1.99162 0.38516
12 H 1.08834 0.39037 1.99838
13 N 0.41829 1.55280 -1.01502
14 O -1.51035 -0.99036 0.39269

Summary:
calculated total energy	-8832.3487	eV
frontier orbital gap	9.74	eV
LUMO energy	0.68	eV